Record 1
The following is a quantum chemistry calculation of 23 unconnected molecules or ions with the total composition C31H57Cl45F5N3O10P2S in a non-equilibrium geometry, from OMol25.

Positions of all 154 atoms, in Å:
N: 2.6943 3.4949 1.7902
C: 1.7169 2.9249 1.9819
O: 0.6315 2.2924 2.2540
C: -0.3066 2.3231 1.1623
O: -1.3363 1.4445 1.4044
C: -1.1508 0.0545 1.3377
C: -0.4425 -0.4885 0.0950
Cl: -1.3082 0.3420 -1.2840
N: 0.9607 -0.2311 -0.1796
C: 1.3339 -0.7993 -1.4954
C: 1.7712 0.2270 -2.4941
N: 1.6079 1.4698 -2.4404
C: 2.0498 -0.5457 0.7601
P: 2.2781 -2.2780 1.2876
O: 3.1856 -2.9101 0.3281
O: 0.8781 -3.0505 1.3244
O: 2.8682 -2.4288 2.7582
P: -0.6460 -0.6352 3.0201
O: 0.8034 -0.6725 3.2247
O: -1.2881 -2.0385 3.2522
O: -1.3654 0.2776 4.0604
S: -3.0051 -0.4345 1.2236
O: -3.7646 0.5251 0.4976
O: -3.4707 -0.6057 2.5624
C: -3.1990 -2.1519 0.4845
F: -4.3346 -2.5508 1.0363
F: -2.2342 -2.9868 0.8785
C: -3.3662 -2.3136 -1.0645
F: -4.1071 -3.4024 -1.2564
F: -2.1913 -2.5224 -1.6330
F: -3.9798 -1.2937 -1.6145
H: -0.7406 3.3098 1.1559
H: 0.1939 2.1903 0.2170
H: -0.6718 -1.5333 -0.0687
H: 0.5499 -1.4246 -1.9016
H: 2.1649 -1.4828 -1.3915
H: 2.3329 -0.1672 -3.3288
H: 1.0908 1.6888 -1.5851
H: 2.0913 0.1440 1.5871
H: 2.9577 -0.3495 0.2156
H: 0.9010 -3.7428 1.9947
H: 3.6939 -1.9280 2.7413
H: -0.8132 -2.7072 2.7495
H: -0.9868 1.1642 4.0331
C: 2.3149 0.2819 6.4123
Cl: 3.0825 1.5514 5.4449
Cl: 3.1001 0.0718 7.9842
H: 1.2865 0.5610 6.5778
H: 2.3723 -0.6470 5.8580
C: 4.5157 -5.5421 0.4407
Cl: 6.1365 -5.8187 -0.2276
Cl: 4.1687 -6.6146 1.8051
H: 4.4526 -4.5156 0.7718
H: 3.7862 -5.7254 -0.3381
C: 6.6520 0.8706 4.1038
Cl: 5.5419 -0.5024 3.9913
Cl: 8.3200 0.4073 3.7638
H: 6.3469 1.6204 3.3839
H: 6.5991 1.2673 5.1097
C: -2.2871 2.2925 7.0165
Cl: -0.5756 2.2161 6.5496
Cl: -2.7090 1.0260 8.1697
H: -2.4783 3.2563 7.4709
H: -2.8870 2.1668 6.1305
C: 6.7324 5.8361 -3.1979
Cl: 5.2982 5.9058 -4.2279
Cl: 7.3525 4.1860 -3.0491
H: 7.5053 6.4540 -3.6368
H: 6.4667 6.1926 -2.2138
C: 10.7587 3.0192 4.4804
Cl: 9.2967 4.0057 4.3683
Cl: 12.1727 3.8535 3.8265
H: 10.9420 2.7935 5.5229
H: 10.6013 2.1102 3.9162
C: -4.8341 0.5228 -4.8725
Cl: -3.8041 1.2903 -3.6543
Cl: -3.8949 -0.3437 -6.0883
H: -5.4761 -0.1938 -4.3735
H: -5.4241 1.2886 -5.3582
C: -6.4030 -3.4747 -5.8098
Cl: -7.0731 -2.1021 -6.7009
Cl: -5.8142 -3.0190 -4.2034
H: -7.1831 -4.2126 -5.6842
H: -5.5764 -3.8829 -6.3780
C: 3.8599 1.7860 11.5663
Cl: 4.3268 0.1565 11.0648
Cl: 4.7644 2.3317 12.9826
H: 4.0524 2.4678 10.7500
H: 2.8050 1.7818 11.8083
C: -2.8732 3.2309 -6.7767
Cl: -4.1041 4.4582 -7.1370
Cl: -1.3176 3.6225 -7.5168
H: -2.7460 3.1785 -5.7037
H: -3.2095 2.2780 -7.1670
C: 2.3795 5.2597 5.4369
Cl: 3.0922 6.7383 4.7797
Cl: 0.7111 5.0307 4.8918
H: 2.9582 4.4133 5.0862
H: 2.4090 5.2999 6.5194
C: -5.7750 1.7671 -9.2757
Cl: -4.1127 1.2864 -9.6575
Cl: -6.4112 0.8416 -7.9144
H: -5.7843 2.8198 -9.0217
H: -6.3935 1.5798 -10.1440
C: 2.7248 2.5250 -6.0971
Cl: 3.3307 3.0091 -4.5154
Cl: 2.8977 0.7810 -6.3636
H: 1.6729 2.7771 -6.1563
H: 3.2843 3.0453 -6.8638
C: -10.5028 -4.3790 -5.1074
Cl: -9.4030 -3.6528 -3.9283
Cl: -9.6592 -5.4145 -6.2679
H: -11.2269 -4.9824 -4.5757
H: -10.9959 -3.5842 -5.6519
C: -3.8613 -2.0290 -11.1970
Cl: -2.1791 -2.5696 -11.1591
Cl: -4.9678 -3.2556 -10.5621
H: -3.9509 -1.1417 -10.5846
H: -4.1333 -1.8177 -12.2233
C: 4.0693 -4.6032 -3.2236
Cl: 4.8214 -3.5260 -4.3974
Cl: 2.5562 -3.9886 -2.5443
H: 3.8579 -5.5308 -3.7324
H: 4.7545 -4.7635 -2.4011
C: 4.8573 3.3260 7.7842
Cl: 5.7488 4.4793 6.7886
Cl: 3.3660 4.0288 8.4372
H: 4.5861 2.4750 7.1720
H: 5.4871 3.0175 8.6097
C: -7.1605 -0.7227 1.3534
Cl: -7.6885 -2.0492 2.3975
Cl: -8.5297 0.1939 0.7091
H: -6.5346 -0.0540 1.9308
H: -6.6043 -1.1361 0.5220
C: 6.8703 -7.5877 -3.5657
Cl: 7.3360 -6.1744 -4.5234
Cl: 5.1782 -8.0517 -3.7931
H: 7.4848 -8.4235 -3.8739
H: 7.0297 -7.3649 -2.5185
C: -6.2699 3.8169 7.1055
Cl: -5.3181 4.5242 8.4157
Cl: -5.2437 3.2535 5.7798
H: -6.8211 2.9710 7.4952
H: -6.9454 4.5697 6.7209
C: 7.3134 -0.3689 -3.7671
Cl: 6.9723 -1.4269 -2.3904
Cl: 5.8877 0.4757 -4.3826
H: 8.0477 0.3722 -3.4782
H: 7.7030 -0.9956 -4.5594
C: -12.2523 -0.9306 1.1782
Cl: -12.9891 -1.7946 2.5327
Cl: -13.2214 -1.0634 -0.2955
H: -12.1666 0.1156 1.4415
H: -11.2737 -1.3529 0.9889

M, Da: 2416.2
E_LUMO, hartree: -0.006
HOMO level, Eh: -0.35666
Frontier orbital gap, eV: 9.552
E, a.u.: -24420.9518

Löwdin atomic charge list, values in e, 4 entries: atom 1 (N): 0.205, atom 2 (C): -0.380, atom 3 (O): 0.024, atom 4 (C): -0.159

***

Record 2
The following is a quantum chemistry calculation of a molecular structure, C31H57KN8O4SSb2, from OMol25.

Positions of all 104 atoms, in Å:
K: -0.0582 0.7009 0.9097
N: -1.9764 -0.6128 -1.8014
C: -3.4403 -0.8886 -2.0247
C: -4.2902 0.0921 -1.2316
C: -4.2451 -0.1028 0.2835
N: -2.9831 0.4422 0.8333
C: -4.4314 -1.5748 0.6579
C: -3.6047 -2.5849 -0.1372
N: -2.1752 -2.5245 0.2499
C: -3.7282 -2.3355 -1.6426
H: -1.7785 0.3886 -1.8442
H: -1.4015 -1.0481 -2.5223
H: -1.6996 -1.0303 -0.8898
H: -3.6180 -0.7266 -3.0872
H: -5.3202 -0.0393 -1.5703
H: -4.0166 1.1140 -1.5043
H: -5.0994 0.4388 0.7020
H: -2.9996 0.3204 1.8433
H: -2.9747 1.4483 0.6812
H: -5.4847 -1.8207 0.5047
H: -4.2485 -1.7111 1.7284
H: -4.0155 -3.5764 0.0724
H: -1.7005 -3.3533 -0.0979
H: -2.1027 -2.5587 1.2622
H: -4.7477 -2.5628 -1.9596
H: -3.0766 -3.0201 -2.1941
C: -0.5615 -1.4322 5.9424
Sb: 0.3721 -0.5605 4.2317
C: 1.5290 -2.2989 3.7299
C: 1.8643 0.6047 5.3075
C: 3.1427 -0.1286 5.5557
C: 3.1956 -1.0439 6.6093
C: 4.3268 -1.8004 6.8594
C: 5.4438 -1.6418 6.0510
C: 5.4142 -0.7166 5.0221
C: 4.2800 0.0537 4.7561
C: 4.3395 1.0634 3.6465
Sb: 3.4872 0.3642 1.7856
C: 4.6391 1.6526 0.5205
C: 4.7858 -1.3240 1.6128
H: 0.1848 -1.9527 6.5400
H: -1.3244 -2.1433 5.6293
H: -1.0316 -0.6568 6.5447
H: 2.2914 -2.4698 4.4904
H: 2.0159 -2.1828 2.7617
H: 0.8600 -3.1610 3.7009
H: 1.3703 0.8509 6.2485
H: 2.0050 1.5332 4.7587
H: 2.3302 -1.1510 7.2539
H: 4.3419 -2.4964 7.6874
H: 6.3419 -2.2152 6.2369
H: 6.3026 -0.5649 4.4199
H: 5.3782 1.2905 3.4055
H: 3.8535 2.0016 3.9134
H: 5.6910 1.5733 0.7918
H: 4.3210 2.6878 0.6369
H: 4.5214 1.3641 -0.5236
H: 5.8063 -0.9852 1.7880
H: 4.7123 -1.7448 0.6124
H: 4.5361 -2.0850 2.3507
C: 2.9177 -4.1144 0.1166
C: 2.3328 -2.9101 -0.5367
C: 2.7405 -2.1647 -1.6192
C: 1.7745 -1.1524 -1.7712
N: 0.8238 -1.2574 -0.8457
N: 1.1908 -2.3368 -0.1051
C: 1.7524 -0.0594 -2.7878
H: 3.8952 -4.3300 -0.3077
H: 2.2853 -4.9905 -0.0333
H: 3.0390 -3.9613 1.1899
H: 3.6106 -2.3380 -2.2298
H: 0.6403 -2.6151 0.6893
H: 1.9612 -0.4531 -3.7826
H: 2.5135 0.6929 -2.5755
H: 0.7854 0.4450 -2.8182
C: -3.4897 -0.2849 -6.0759
C: -2.9864 1.1410 -6.2491
S: -2.6977 1.8961 -4.6705
O: -3.9520 2.0505 -3.9674
O: -1.6492 1.1535 -3.9850
C: -2.0675 3.5098 -5.0815
C: -2.0241 4.4514 -3.8804
N: -1.3400 3.8811 -2.7174
C: -1.9490 3.4934 -1.5679
N: -1.1020 2.8811 -0.7490
C: 0.1080 2.8971 -1.3804
C: -0.0218 3.4989 -2.5894
N: 1.0181 3.7425 -3.5431
O: 2.1069 3.2818 -3.2783
O: 0.7405 4.3899 -4.5370
C: -3.3676 3.8063 -1.2421
H: -3.6685 -0.7203 -7.0568
H: -4.4286 -0.3023 -5.5233
H: -2.7498 -0.9007 -5.5651
H: -3.7181 1.7722 -6.7550
H: -2.0387 1.1821 -6.7883
H: -2.7403 3.9286 -5.8316
H: -1.0835 3.3671 -5.5244
H: -3.0352 4.6891 -3.5609
H: -1.5274 5.3710 -4.1776
H: 1.0288 2.5304 -0.9512
H: -3.5188 4.8861 -1.1974
H: -3.6015 3.4040 -0.2597
H: -4.0572 3.3906 -1.9766

M, Da: 920.5
E_LUMO, hartree: -0.186
HOMO level, Eh: -0.44389
Charge: +2
Frontier orbital gap, eV: 7.010
E, a.u.: -3432.5647

Löwdin atomic charge list, values in e, 4 entries: atom 1 (K): 0.419, atom 2 (N): 0.200, atom 3 (C): -0.262, atom 4 (C): -0.088

***

Record 3
The following is a quantum chemistry calculation of a molecular structure, C31H58B3ClN6O10 in a non-equilibrium geometry, from OMol25.

Positions of all 109 atoms, in Å:
C: -4.6074 -4.7772 -1.0717
C: -5.8666 -3.9040 -0.8630
C: -5.9904 -2.7327 -1.8353
C: -4.9656 -1.5755 -1.6572
C: -4.1969 -1.5543 -0.3200
B: -3.4043 -0.2366 -0.0276
O: -3.2311 0.8187 -0.9114
B: -2.1949 1.6828 -0.5603
C: -2.2254 3.1931 -1.0261
C: -3.1265 3.9485 -0.0129
C: -2.3632 4.4477 1.2010
O: -1.1624 4.5919 1.1902
N: -3.1756 4.6952 2.3754
C: -3.2162 6.0438 2.8067
C: -2.9453 7.0900 1.9690
C: -3.0428 8.3831 2.4300
C: -3.3847 8.6134 3.7280
C: -3.6483 7.5778 4.5849
C: -3.5688 6.2992 4.1160
O: -1.1321 1.2807 0.2455
B: -1.4192 0.0840 0.8745
C: -0.3759 -1.0771 1.1669
C: 0.3506 -1.3858 -0.1196
O: -0.0602 -1.0820 -1.1957
Cl: 1.9278 -2.2544 0.0060
O: -2.7549 -0.1124 1.2186
H: -4.8000 -5.8349 -0.8801
H: -4.1667 -4.6684 -2.0655
H: -3.8400 -4.4977 -0.3424
H: -6.7261 -4.5688 -1.0054
H: -5.9212 -3.6017 0.1839
H: -6.9942 -2.3113 -1.6948
H: -5.9686 -3.0804 -2.8714
H: -4.2067 -1.7118 -2.4370
H: -5.4015 -0.5954 -1.8624
H: -3.4392 -2.3486 -0.3722
H: -4.8064 -1.7918 0.5576
H: -1.2080 3.5890 -1.0490
H: -2.6082 3.2811 -2.0468
H: -3.6774 4.7596 -0.4998
H: -3.9049 3.2449 0.3081
H: -2.9600 4.0541 3.1274
H: -2.6550 6.9311 0.9364
H: -2.8464 9.1777 1.7214
H: -3.4348 9.6356 4.0840
H: -3.9218 7.7165 5.6207
H: -3.7985 5.4461 4.7473
H: 0.3057 -0.8939 1.9975
H: -0.9607 -1.9813 1.3697
C: 4.5012 -7.3048 1.3119
C: 3.0917 -6.7962 1.4907
O: 2.4208 -7.0773 2.4770
N: 2.5810 -6.0060 0.5170
C: 3.2105 -5.5554 -0.7152
H: 4.7645 -7.9180 2.1687
H: 4.5740 -7.9147 0.4109
H: 5.2016 -6.4710 1.2510
H: 1.6372 -5.7041 0.7023
H: 3.2260 -4.4679 -0.7041
H: 2.6161 -5.8899 -1.5656
H: 4.2224 -5.9332 -0.8148
C: -0.1033 8.4366 5.6568
C: -0.9101 9.4038 6.4895
O: -2.1264 9.4608 6.4134
N: -0.2344 10.2233 7.3397
C: 1.1965 10.3005 7.5656
H: -0.7813 7.8586 5.0343
H: 0.5885 8.9767 5.0091
H: 0.4509 7.7511 6.2997
H: -0.8348 10.8411 7.8624
H: 1.4071 10.0922 8.6161
H: 1.5438 11.3092 7.3344
H: 1.7350 9.5898 6.9482
C: 0.9334 -2.4694 -4.0000
C: 2.0268 -3.2904 -4.6366
O: 2.3100 -4.4137 -4.2411
N: 2.7015 -2.7403 -5.6781
C: 2.5147 -1.4333 -6.2859
H: 0.4876 -3.0312 -3.1855
H: 1.3458 -1.5459 -3.5936
H: 0.1540 -2.2434 -4.7293
H: 3.4162 -3.3426 -6.0540
H: 2.2708 -1.5644 -7.3404
H: 3.4468 -0.8712 -6.2111
H: 1.7212 -0.8757 -5.7999
C: 0.1511 -5.0202 3.3816
C: 0.3684 -3.7763 4.2074
O: -0.1851 -2.7153 3.9451
N: 1.2097 -3.8692 5.2669
C: 1.9499 -5.0322 5.7233
H: -0.5425 -4.7899 2.5768
H: 1.0911 -5.3639 2.9460
H: -0.2786 -5.8136 3.9936
H: 1.3105 -3.0062 5.7773
H: 1.6571 -5.2643 6.7489
H: 3.0174 -4.8071 5.7079
H: 1.7614 -5.8962 5.0945
C: 5.7019 -3.0262 -8.4558
C: 5.5021 -1.6491 -9.0436
O: 4.3937 -1.2154 -9.3128
N: 6.6097 -0.8939 -9.2677
C: 7.9974 -1.2349 -9.0144
H: 4.7319 -3.5014 -8.3385
H: 6.3106 -3.6402 -9.1201
H: 6.1788 -2.9578 -7.4766
H: 6.4041 0.0113 -9.6600
H: 8.4245 -0.5110 -8.3182
H: 8.5560 -1.1888 -9.9507
H: 8.0922 -2.2300 -8.5935

M, Da: 742.7
E_LUMO, hartree: 0.019
HOMO level, Eh: -0.29329
Frontier orbital gap, eV: 8.497
E, a.u.: -2832.0811

Löwdin atomic charge list, values in e, 4 entries: atom 1 (C): -0.105, atom 2 (C): -0.267, atom 3 (C): -0.210, atom 4 (C): -0.185

***

Record 4
The following is a quantum chemistry calculation of a molecular structure, C31H58I2N5O8RbS2Si in a non-equilibrium geometry, from OMol25.

Positions of all 108 atoms, in Å:
Rb: -0.5727 1.6577 -2.7053
N: 1.7840 0.2003 -1.6239
C: 2.6307 1.2819 -2.1762
C: 2.0960 1.6289 -3.5685
O: 2.0044 0.6516 -4.3743
N: 1.7307 2.8833 -3.7207
C: 1.1540 3.2414 -5.0351
C: -0.3628 3.5207 -4.9158
O: -0.7121 4.7105 -4.7353
O: -1.1484 2.5204 -4.9473
H: 2.1362 -0.1755 -0.7512
H: 1.7689 -0.5423 -2.3175
H: 3.6824 0.9877 -2.2853
H: 2.5778 2.1581 -1.5330
H: 1.3140 2.4532 -5.7767
H: 1.6090 4.1717 -5.3797
I: -0.5445 -0.3072 -6.4731
C: -2.3148 -0.2221 -5.3271
I: -3.8703 -1.5156 -6.0236
H: -2.6857 0.7964 -5.3410
H: -2.1035 -0.5568 -4.3172
N: -3.0281 0.1268 -1.4074
N: -2.9002 1.0812 -0.3736
C: -3.9274 1.7575 0.1040
N: -3.5824 2.6358 1.0998
S: -5.5330 1.5723 -0.4213
H: -4.0214 -0.0986 -1.4625
H: -2.5126 -0.7023 -1.1231
H: -2.0452 0.9914 0.1925
H: -2.6375 2.9938 1.0460
H: -4.2942 3.3255 1.2765
C: -2.2676 5.1937 -2.0435
C: -1.1228 4.5662 -1.3019
C: 0.2403 5.1614 -1.4967
O: -1.2788 3.5752 -0.6054
H: -2.3295 6.2565 -1.7890
H: -3.1981 4.6829 -1.8014
H: -2.0520 5.1244 -3.1185
H: 0.1880 6.2516 -1.4447
H: 0.5951 4.8941 -2.4988
H: 0.9347 4.7600 -0.7613
C: -0.1714 -8.1602 -1.6702
C: -0.3717 -6.7328 -2.1097
C: -0.4819 -6.4116 -3.4547
C: -0.6396 -5.0940 -3.8714
C: -0.7608 -4.8002 -5.3520
C: -0.7062 -4.0849 -2.9041
C: -0.8567 -2.6811 -3.3847
O: -1.2087 -1.7601 -2.6841
C: -0.6064 -4.3799 -1.5346
C: -0.6690 -3.3382 -0.4453
C: -0.4345 -5.7120 -1.1705
H: -0.2952 -8.8523 -2.5036
H: -0.8825 -8.4354 -0.8892
H: 0.8309 -8.3044 -1.2603
H: -0.4430 -7.2009 -4.1994
H: -0.7828 -5.7358 -5.9114
H: 0.0778 -4.2077 -5.7231
H: -1.6661 -4.2400 -5.5909
H: -0.6095 -2.4900 -4.4419
H: -1.6861 -2.9686 -0.3085
H: -0.0659 -2.4558 -0.6533
H: -0.3394 -3.7683 0.5006
H: -0.3450 -5.9509 -0.1150
C: -1.9583 0.8176 4.7419
C: -0.7651 1.7428 4.9488
C: -1.2229 3.1921 4.9393
C: -0.0568 1.4152 6.2593
O: 0.1815 1.6284 3.8939
Si: 0.6288 0.3297 2.9578
S: -0.7065 -0.2796 1.5614
O: 0.9912 -0.8250 4.1080
C: 1.4749 -2.1458 3.9392
C: 2.4546 -2.3876 5.0777
C: 0.2825 -3.0903 4.0337
C: 2.1759 -2.3268 2.5964
O: 2.0718 0.8067 2.2871
C: 2.6493 2.0870 2.0903
C: 3.1339 2.6520 3.4187
C: 3.8297 1.8747 1.1519
C: 1.6255 3.0121 1.4415
H: -2.6929 0.9926 5.5341
H: -1.6531 -0.2319 4.7713
H: -2.4276 0.9910 3.7703
H: -1.9292 3.3837 5.7524
H: -1.7105 3.4201 3.9892
H: -0.3628 3.8559 5.0534
H: -0.7628 1.4550 7.0950
H: 0.7489 2.1314 6.4424
H: 0.3798 0.4171 6.2032
H: 1.9656 -2.1947 6.0353
H: 3.3064 -1.7102 4.9844
H: 2.8197 -3.4192 5.0678
H: -0.1970 -2.9936 5.0110
H: 0.5895 -4.1319 3.8930
H: -0.4447 -2.8223 3.2635
H: 2.9692 -1.5853 2.4728
H: 1.4705 -2.1994 1.7711
H: 2.6128 -3.3282 2.5508
H: 3.8526 1.9648 3.8738
H: 2.2977 2.7830 4.1084
H: 3.6222 3.6176 3.2593
H: 4.5302 1.1597 1.5914
H: 4.3549 2.8152 0.9655
H: 3.4833 1.4786 0.1959
H: 0.7725 3.1745 2.1058
H: 1.2507 2.5634 0.5216
H: 2.0766 3.9811 1.2056

M, Da: 1060.3
E_LUMO, hartree: 0.128
HOMO level, Eh: -0.08899
Charge: -2
Frontier orbital gap, eV: 5.909
E, a.u.: -3797.4191

Löwdin atomic charge list, values in e, 4 entries: atom 1 (Rb): 0.945, atom 2 (N): -0.035, atom 3 (C): -0.246, atom 4 (C): -0.727